[1]
22
Properties=species:S:1:pos:R:3:mulliken_spin:R:1 method="wB97M-V/def2-TZVPD" orbital_gap_ev="6.2078 / 6.8229" max_force_ev_per_a=6.88 homo_ha="-0.751 / -0.751" total_charge=+3 multiplicity=7
H -1.5661 -0.8582 3.7272 0.00
N 2.2142 -0.1698 1.7874 0.00
H -1.4183 0.9091 3.7681 0.00
O 0.2171 0.0085 0.7471 -0.04
H 2.6672 -0.1286 0.8877 0.00
N 0.2561 -0.1014 3.0199 0.00
C -0.3752 0.0825 -3.7436 -0.02
O 0.0784 0.0260 -4.7951 0.00
C -2.2758 -1.5967 -2.0347 0.00
H 0.8578 -0.1867 3.8303 0.00
H 2.7595 -0.2346 2.6422 0.00
Tb -0.6806 0.1026 -1.1098 6.11
C -1.8065 2.1468 -2.0197 -0.01
C 0.8740 -0.0956 1.8501 0.00
C -1.1917 0.0130 3.1896 0.00
C 0.9733 -1.4541 -2.0382 -0.03
O -2.3203 3.0901 -2.4306 0.00
O -3.0050 -2.3813 -2.4532 0.00
C 1.3108 1.2129 -2.0104 -0.03
O 1.8301 -2.0430 -2.5463 0.00
H -1.6954 0.0774 2.2245 0.00
O 2.2964 1.5812 -2.4924 0.00


[2]
16
Properties=species:S:1:pos:R:3:mulliken_charge:R:1 method="wB97M-V/def2-TZVPD" orbital_gap_ev=10.0547 smiles=SC1n2c3ccccc3n21 max_force_ev_per_a=4.15 homo_ha=-0.335
H -2.2258 -1.4438 -1.0434 0.31
N -0.5440 1.3046 -1.0231 -0.35
H -1.5204 -2.9445 0.8568 0.29
C -1.3282 -1.2094 -0.3584 -0.83
H 0.8601 3.7948 -1.2579 0.16
H 0.2162 -2.3288 2.5025 0.30
S 0.9307 3.0457 -2.3663 -0.25
C -0.6639 0.0091 -0.3653 0.74
C 0.0717 -1.6792 1.6118 -0.29
C 0.8225 1.4963 -1.5132 0.34
C -0.8881 -2.0483 0.6829 -0.30
C 0.3454 0.3157 0.4811 0.47
C 0.6924 -0.4947 1.5755 -0.85
H 1.3350 -0.1177 2.4198 0.33
H 1.3806 0.6906 -2.1066 0.28
N 0.5158 1.6095 -0.0964 -0.35


[3]
21
Properties=species:S:1:pos:R:3:mulliken_spin:R:1 method="wB97M-V/def2-TZVPD" orbital_gap_ev="5.8232 / 7.2508" max_force_ev_per_a=6.75 homo_ha="-0.654 / -0.889" total_charge=+3 multiplicity=5
H 1.4199 -0.8916 3.4063 -0.02
O -2.3087 1.0814 2.7083 -0.01
Pd -1.1363 -0.0075 -0.5344 1.85
C -1.6110 0.8323 1.8543 0.08
H 1.6343 1.6042 0.3443 -0.02
O 0.8366 -1.4377 -2.3920 0.10
H 3.1481 1.1548 1.1391 0.01
O -0.9095 2.9071 -1.5113 0.07
C 1.5555 -0.2129 1.5031 -0.16
H 2.6259 0.3586 3.2056 -0.02
O 0.6509 -0.9897 1.1059 0.60
H -2.0241 -0.5308 -2.9407 0.33
C -1.7107 -1.8173 0.0901 0.10
O -1.6300 -2.9360 0.3366 0.05
C 0.1868 -0.7292 -1.7588 0.27
C 2.2736 0.7562 0.6174 0.03
O -3.5728 -0.4473 -4.6603 0.02
C -1.2280 1.8800 -1.0986 0.07
H 2.6143 0.2662 -0.2988 -0.01
N 1.8837 -0.2148 2.8193 0.62
C -2.6985 -0.6260 -3.9355 0.03


[4]
21
Properties=species:S:1:pos:R:3:mulliken_spin:R:1 method="wB97M-V/def2-TZVPD" orbital_gap_ev="6.9597 / 7.0782" max_force_ev_per_a=6.53 homo_ha="-0.595 / -0.597" total_charge=+2 multiplicity=5
O -0.1019 -0.5153 2.4738 0.00
H 0.7741 3.3069 -2.4587 0.00
C -0.6365 -0.3390 1.4637 -0.01
O -3.7273 -1.5144 1.9490 0.00
Pm -1.6801 -0.1654 -0.7997 4.06
N 1.9023 1.6444 0.0503 0.00
C -0.4745 -2.1932 -0.8438 -0.01
C -3.1973 -0.9779 1.0723 -0.01
C 0.6478 -2.3966 -0.1005 -0.01
H 2.7385 2.2041 0.1685 0.00
C 1.0418 3.4043 -1.3998 0.00
O -0.4247 -1.5493 -2.0032 -0.03
O -0.1469 1.3876 -0.8545 0.00
C -0.7690 -4.4698 1.5830 0.00
C 0.9078 2.0955 -0.7202 0.00
O -1.2269 -3.5605 2.1114 0.00
O 1.6771 -2.8451 0.2662 -0.01
H 0.3763 4.1402 -0.9265 0.00
H -1.5690 -2.1931 -0.2625 0.00
H 2.0730 3.7690 -1.3230 0.00
H 1.8153 0.7676 0.5542 0.00


[5]
14
Properties=species:S:1:pos:R:3:mulliken_charge:R:1 method="wB97M-V/def2-TZVPD" orbital_gap_ev=9.6912 smiles="O=C1[C@H]2C=C[C@@H]1C=C2" max_force_ev_per_a=7.76 homo_ha=-0.339
C 0.9377 1.0377 -0.7742 -0.40
H -0.3190 0.7578 -2.4920 0.39
O -1.7691 0.5647 1.6674 -0.61
H 2.1462 1.4789 -0.8816 0.25
C -0.1688 0.6048 -1.4200 -0.54
C -0.2347 -1.5136 0.0696 -0.61
C -0.9223 0.5620 0.7756 0.23
C -1.0030 -0.2418 -0.5504 -0.03
H 1.3851 -1.5807 1.3503 0.35
H 0.8833 1.2809 1.5013 0.62
H -0.0797 -2.4612 -0.2674 0.48
C 0.7157 -0.8568 0.8532 -0.47
C 0.4746 0.7874 0.7052 -0.14
H -2.0459 -0.4201 -0.5369 0.47


[6]
14
Properties=species:S:1:pos:R:3:mulliken_charge:R:1 method="wB97M-V/def2-TZVPD" orbital_gap_ev=8.8519 max_force_ev_per_a=3.89 homo_ha=-0.291
H 1.3393 -1.6311 0.8093 0.21
H -2.2211 -1.2327 -0.2966 0.24
O -1.4391 -0.8925 1.5834 -0.41
C 1.3109 1.1553 -1.5150 -0.21
H 1.4455 0.7780 -2.5434 0.18
H -3.1136 0.1352 0.6813 0.29
C -2.1818 -0.4016 0.4459 -0.25
C 1.2586 -0.0085 -0.5790 -0.21
H 1.5115 2.1208 -1.1035 0.26
C 1.1984 -0.5207 0.8217 -0.39
C -0.2736 -0.3098 1.0810 0.14
C -0.9109 0.2929 -0.0091 -0.34
H 1.9872 -0.0679 1.5814 0.30
C 0.0886 0.5827 -0.9573 0.18


[7]
14
Properties=species:S:1:pos:R:3:mulliken_charge:R:1 method="wB97M-V/def2-TZVPD" orbital_gap_ev=8.9688 smiles="C#CC(=C)C(=C)C=O" max_force_ev_per_a=7.34 homo_ha=-0.346
H 2.6062 1.3019 0.7448 0.20
H -3.9505 0.7602 -0.3381 0.26
O 2.8674 -0.7876 -0.0612 -0.51
C -0.4399 -0.7493 0.1106 0.62
C -0.0251 -2.0155 -0.1478 -0.74
C 2.1445 0.2531 0.2772 -0.08
C -1.9522 -0.5071 0.0197 -0.61
C 0.3436 1.8205 -0.2622 -0.88
C 0.5905 0.4557 0.1170 0.70
H 0.9817 -2.2504 -0.0103 0.38
H 1.1884 2.3583 -0.0304 0.27
C -2.9946 0.0968 0.2783 -0.13
H -0.6493 2.3069 -0.5010 0.28
H -0.7108 -3.0433 -0.1966 0.23


[8]
16
Properties=species:S:1:pos:R:3:mulliken_charge:R:1 method="wB97M-V/def2-TZVPD" orbital_gap_ev=7.9468 max_force_ev_per_a=5.42 homo_ha=-0.319
S 0.3067 -2.7378 1.7107 0.65
C 0.1021 0.4272 -0.7729 0.83
C -0.7847 1.0387 1.6677 -0.51
C -0.9247 -0.3352 2.1963 -0.03
O 1.0732 -1.4329 0.5795 -0.45
C 0.4806 1.0093 -2.1275 -1.36
C -0.2876 1.3112 0.4423 -0.28
C -0.8453 -1.4486 2.6778 -0.15
H -0.1287 1.8055 -2.4992 0.39
H 0.3308 0.2090 -2.9515 0.32
C 0.4290 -0.8676 -0.4776 -0.28
H -0.1310 2.3548 0.1895 0.34
H -0.9315 1.9149 2.2227 0.38
O -0.6569 -3.1884 0.7192 -0.44
H 0.5482 -1.5332 -1.3383 0.26
H 1.4200 1.4732 -2.2387 0.33


[9]
14
Properties=species:S:1:pos:R:3:mulliken_charge:R:1 method="wB97M-V/def2-TZVPD" orbital_gap_ev=7.7262 max_force_ev_per_a=6.57 homo_ha=-0.312
H 1.3621 -2.0696 -0.3190 0.31
C 0.8913 -1.0685 -0.4177 -0.21
H 1.9834 -0.7802 1.2302 0.14
H -3.0556 -1.1155 1.1692 0.31
C -1.3707 0.4732 0.5500 -0.16
C 0.9078 1.4027 0.6299 -0.46
C 0.1187 -0.8626 -1.6132 -0.15
H -0.9312 2.5343 0.9871 0.28
H 0.0045 0.3081 -2.1362 0.21
S -0.1067 -2.0913 -2.6093 -0.25
H 1.4430 2.2372 0.7391 0.54
C -0.4346 1.5986 0.5375 -0.28
C 1.2593 -0.0350 0.4227 -0.07
C -2.0713 -0.5314 0.8298 -0.20


[10]
20
Properties=species:S:1:pos:R:3:mulliken_spin:R:1 method="wB97M-V/def2-TZVPD" orbital_gap_ev="7.4512 / 5.6035" max_force_ev_per_a=5.56 homo_ha="-0.260 / -0.335" multiplicity=3
H 1.6525 -2.0395 0.8091 0.00
C -3.9768 -0.6758 -1.7629 -0.05
O 2.2424 -1.2531 0.6847 0.00
C 0.4084 -0.0252 -0.4936 0.01
I -4.8939 1.5273 -0.0657 0.06
C 1.6360 -0.0446 0.4314 0.00
C 0.7416 0.6259 1.4186 0.00
H 0.0297 -1.0910 -0.7147 0.00
N -0.3318 0.6222 0.4846 0.01
O -2.2772 0.2205 -0.5011 0.09
H 0.6171 -0.0334 2.3240 0.00
H 2.5475 0.6749 0.0582 0.00
C -4.3382 -1.2965 -2.7201 0.28
O -2.2987 1.0659 1.5989 0.02
C -3.5215 0.0260 -0.5804 0.57
H 1.0606 1.7442 1.7641 0.00
Br -3.9097 -1.9289 0.9374 1.03
H -4.6284 -1.5637 -3.7366 0.00
C -1.6210 0.6897 0.6524 0.00
H 0.5005 0.5730 -1.5350 0.00


[11]
18
Properties=species:S:1:pos:R:3:mulliken_spin:R:1 method="wB97M-V/def2-TZVPD" orbital_gap_ev="8.5175 / 6.9702" max_force_ev_per_a=3.08 homo_ha="-0.346 / -0.358" multiplicity=2
C -2.4882 0.1934 -0.5097 0.54
H -2.1438 0.8551 -1.6332 -0.07
C -0.2249 1.0085 -0.1866 0.06
Br -1.6371 1.8988 -2.6470 0.42
C -0.7023 -1.0434 0.9754 0.07
H -0.5293 1.9408 -0.6544 0.01
H 1.0606 -1.9414 1.9253 0.00
O 3.7087 0.2597 -0.1030 0.01
H -1.3740 -1.7747 1.4276 0.00
C 1.5879 -0.3693 0.5274 0.04
H 1.7734 1.1463 -0.9900 0.00
C 1.0921 0.6580 -0.2902 -0.02
H -3.0048 -0.6524 -0.9489 0.00
H -3.1319 0.9569 -0.0759 0.00
O 3.5195 -1.4487 1.2348 0.01
C -1.1861 0.0305 0.1529 -0.03
N 3.0101 -0.5355 0.5602 0.00
C 0.6702 -1.1825 1.2352 -0.03


[12]
15
Properties=species:S:1:pos:R:3:mulliken_charge:R:1 method="wB97M-V/def2-TZVPD" orbital_gap_ev="6.9079 / 8.3510" max_force_ev_per_a=4.31 homo_ha="-0.296 / -0.305"
C -0.1682 0.1803 -0.0017 0.58
H 1.9448 0.9306 0.4386 0.37
H -0.9488 1.2792 1.6529 0.29
H 2.2693 0.9910 -1.9754 0.44
Cl 0.8260 -0.8797 3.0374 -0.13
H -1.2589 -1.6974 2.2823 0.37
H 0.3411 -0.1892 -3.1653 0.57
C 1.1520 0.6677 -0.2120 -0.67
H -2.0850 0.1185 0.7208 0.31
C 0.3244 -0.1142 -2.1791 -0.72
C -0.5507 -0.4603 -1.2246 -0.71
H -1.5746 -0.8958 -1.1500 0.26
C 1.3654 0.6309 -1.5493 -0.26
C -1.0548 0.2818 1.2122 -0.36
C -0.5820 -0.8434 2.1132 -0.34


Number 1: calculated total energy -1654.5994 hartree. Number 2: calculated total energy -777.8850 hartree. Number 3: calculated total energy -902.9226 hartree. Number 4: calculated total energy -1384.2383 hartree. Number 5: calculated total energy -345.3886 hartree. Number 6: calculated total energy -345.3080 hartree. Number 7: calculated total energy -345.3216 hartree. Number 8: calculated total energy -818.7577 hartree. Number 9: calculated total energy -668.2759 hartree. Number 10: calculated total energy -3422.8670 hartree. Number 11: calculated total energy -3049.9872 hartree. Number 12: calculated total energy -730.9647 hartree.